DFT (wB97M-V/def2-TZVPD) results for the molecule C3H6N2O.

Cartesian coordinates (Å):
1 C 1.056 -1.332 -1.615
2 N 0.189 -0.481 -1.265
3 C -0.126 -0.443 0.155
4 N -0.045 0.889 0.685
5 C -1.100 1.595 1.176
6 O -1.028 2.719 1.623
7 H 1.320 -1.428 -2.669
8 H 1.574 -1.999 -0.909
9 H 0.523 -1.123 0.732
10 H -1.160 -0.784 0.281
11 H 0.841 1.374 0.666
12 H -2.043 1.014 1.139

Atomic forces in eV per Å
C -0.1226 0.1440 -0.0450
N 0.2862 -0.3027 -0.0590
C -0.1148 -0.1267 0.2235
N 0.0175 0.1830 0.0585
C 0.0652 0.0379 0.0084
O -0.0473 -0.3094 -0.1380
H -0.0542 0.0560 0.1135
H -0.1068 0.1051 -0.0335
H -0.0566 0.0903 -0.1087
H 0.1314 0.0583 -0.0279
H -0.0584 -0.0577 -0.0007
H 0.0602 0.1221 0.0087

Calculated values
ΔE to the lowest compared entry with this formula, charge and spin	32.3	kcal per mole
net charge	0
HOMO	-9.949	eV
total energy	-302.64158	Eh
orbital gap	0.3994	Ha
largest force on an atom	0.42	eV Å⁻¹